Here is a molecular structure, H22O11 from the OMol25 dataset. Energies are from wB97M-V/def2-TZVPD.

Geometry as XYZ:
```
33
Properties=species:S:1:pos:R:3:forces:R:3:mulliken_charge:R:1
H -0.083080 -0.263984 0.093039 -0.05 0.45 0.34 0.2031
H -0.131058 0.892038 1.104938 0.64 0.32 1.03 0.3831
H -4.420846 -1.983958 2.118913 1.65 -2.51 -0.55 0.3324
H -3.664406 -2.569683 0.917032 0.07 -0.40 0.51 0.3181
H 2.364803 -1.718220 -2.212925 -0.51 0.25 -1.16 0.2637
H 1.744145 -0.439809 -1.502370 0.49 -0.93 -0.75 0.2545
H -2.285182 2.393313 2.012557 1.08 1.47 -1.09 0.3251
H -1.430621 3.577607 2.386764 0.70 0.93 1.24 0.2795
H 3.254028 2.649665 -1.018980 0.88 -0.22 -0.31 0.3092
H 4.471601 1.730015 -1.496927 -0.85 1.91 0.44 0.3354
H 4.232704 -0.520568 2.879708 0.01 -0.43 0.92 0.2953
H 3.260327 0.041304 1.848666 0.66 -0.18 0.06 0.2886
H -0.448212 -1.005678 2.227394 -0.71 2.72 0.76 0.3347
H -0.200784 -0.288153 3.508893 0.26 0.21 1.27 0.2794
H 3.116291 -2.685748 -0.907397 0.22 -0.16 0.60 0.2776
H 4.221311 -2.544432 0.080421 -0.20 0.56 0.03 0.2199
H -3.084446 3.206520 -0.623843 1.57 -1.00 3.36 0.3197
H -2.700950 4.129908 -1.803868 -0.80 -1.01 0.88 0.3099
H -3.390182 -2.684795 -2.650102 0.57 0.30 1.08 0.3126
H -2.017135 -3.169024 -2.589855 1.25 -0.72 -0.48 0.2904
H -1.635582 0.598575 -2.678136 0.06 0.01 -0.10 0.2839
H -0.984675 -0.502249 -1.749400 -2.30 1.83 -0.45 0.2485
O -0.582702 0.517679 0.373395 -0.19 -0.40 -2.11 -0.5976
O -3.851259 -2.811696 1.847336 -1.65 2.92 -0.03 -0.6633
O 2.416978 -1.171891 -1.437488 -6.71 6.07 -4.25 -0.5093
O -1.781768 3.179236 1.618183 -1.75 -2.47 -0.21 -0.6209
O 4.173959 2.683904 -1.354432 -0.05 -1.72 -0.11 -0.6445
O 4.206380 -0.102871 2.034428 -0.61 0.59 -0.95 -0.5916
O -0.558117 -0.070595 2.659096 0.44 -3.21 -0.49 -0.6043
O 3.537846 -1.990737 -0.394316 6.58 -5.66 5.49 -0.4751
O -3.359771 3.491351 -1.435016 -0.70 2.01 -4.23 -0.6310
O -2.625818 -2.730039 -2.024369 -1.81 0.24 -0.53 -0.5863
O -1.763794 0.163002 -1.831343 1.76 -1.80 -0.20 -0.5407
```
Forces are in eV/Å.

## Properties
- E_tot: -22874.40893 eV
- Energy above the lowest of the compared OMol25 structures with the same formula, charge and spin: 163.8 kcal per mole

***

Here is 11 unconnected molecules or ions with the total composition H22O11 from the OMol25 dataset. Energies are from wB97M-V/def2-TZVPD.

Geometry as XYZ:
```
33
Properties=species:S:1:pos:R:3:forces:R:3:mulliken_charge:R:1
O 0.688139 0.973077 0.739210 -0.57 -1.60 1.99 -0.5667
H 0.882745 0.040861 0.590579 0.06 -0.19 0.36 0.2488
H 0.284899 0.991819 1.614444 -0.14 -0.06 0.17 0.2903
O -2.110550 3.811371 -1.723301 0.09 -0.18 0.12 -0.6175
H -1.794518 2.902069 -1.675513 -0.09 0.12 -0.04 0.2878
H -2.503475 3.968891 -0.857399 0.02 0.06 -0.07 0.3223
O 3.274204 2.647797 1.567235 0.22 -0.07 0.06 -0.6025
H 4.072037 2.729882 1.032713 -0.11 0.02 0.07 0.3078
H 2.900102 1.800183 1.301548 -0.13 0.20 -0.08 0.2960
O -3.654065 -0.127180 -0.901004 -0.51 0.69 -0.18 -0.5535
H -3.795220 0.207551 -0.008243 0.01 -0.25 -0.03 0.2936
H -2.849993 0.316597 -1.193442 -0.35 -0.26 0.20 0.2419
O -2.910549 -2.607048 0.674807 -0.06 -0.50 0.17 -0.6145
H -2.323458 -2.244498 0.001849 -0.22 0.30 -0.19 0.3493
H -3.449322 -3.246896 0.195944 0.04 0.12 0.10 0.3022
O 0.559613 -1.543078 -1.905467 3.26 -0.36 -2.07 -0.4863
H 1.227366 -0.856546 -1.796978 0.52 -0.27 -0.27 0.2688
H 0.587652 -1.750925 -2.846213 0.19 -0.14 -0.01 0.2518
O 3.176419 -2.623038 -1.515828 0.27 -0.12 -0.14 -0.5585
H 3.363602 -2.463845 -2.447820 0.02 -0.01 0.10 0.2922
H 3.329974 -3.567958 -1.403864 -0.02 0.10 0.09 0.2947
O -2.969626 -0.365839 3.293580 0.03 0.24 0.10 -0.5969
H -3.554960 0.365301 3.065963 0.01 -0.11 0.02 0.3021
H -2.960331 -0.367498 4.257375 0.01 -0.05 -0.07 0.2978
O -1.193185 -1.082630 -0.975799 -3.15 1.24 2.29 -0.7096
H -0.569738 -1.042737 -0.241829 -0.29 -0.14 -0.26 0.3438
H -1.058082 -0.250893 -1.443722 0.10 -0.48 0.04 0.3390
O 1.380675 2.145685 -0.955427 0.36 0.81 -2.19 -0.5469
H 0.826713 2.770099 -1.437322 0.24 0.18 -0.15 0.2770
H 0.855269 1.338077 -0.928856 0.13 0.74 -0.13 0.2573
O 3.774607 -1.119398 1.771348 -0.24 0.02 0.06 -0.6220
H 3.373207 -1.702258 2.425673 0.09 0.03 -0.01 0.3156
H 3.030075 -0.815036 1.240288 0.21 -0.10 -0.04 0.2948
```
Forces are in eV/Å.

## Properties
- E_tot: -22876.11545 eV
- Energy above the lowest of the compared OMol25 structures with the same formula, charge and spin: 124.5 kcal per mole

***

Here is 11 unconnected molecules or ions with the total composition H22O11 from the OMol25 dataset. Energies are from wB97M-V/def2-TZVPD.

Geometry as XYZ:
```
33
Properties=species:S:1:pos:R:3:forces:R:3:mulliken_charge:R:1
O 0.109267 -0.102383 -0.713196 0.30 0.04 -0.15 -0.5283
H 0.286135 0.096592 -1.639541 -0.09 0.17 0.24 0.2215
H -0.658416 -0.684526 -0.740809 -0.09 -0.26 0.07 0.3314
O -1.276206 -4.061954 0.253341 0.24 -0.30 0.06 -0.6172
H -0.454367 -3.935728 -0.234139 0.03 0.07 0.15 0.3095
H -0.996040 -4.455210 1.087515 -0.09 0.00 -0.07 0.2916
O -1.981632 -2.069814 -1.308709 -0.19 0.41 -0.61 -0.6285
H -2.089190 -2.994074 -1.560034 0.00 -0.05 0.34 0.3313
H -2.590719 -1.597102 -1.887109 -0.12 -0.03 0.09 0.2853
O 2.723020 -1.930585 -1.491093 -1.34 0.54 -2.39 -0.5613
H 2.625247 -2.889424 -1.498756 0.14 0.26 0.20 0.2942
H 1.846181 -1.603596 -1.721789 -0.06 0.09 -0.05 0.2943
O 0.412112 0.534413 4.243773 0.25 0.00 -0.11 -0.6158
H 0.714364 1.120548 3.540864 -0.15 0.00 0.06 0.2895
H 0.951319 -0.257321 4.136992 -0.11 0.00 0.03 0.3204
O -4.078106 0.078319 2.885112 0.00 -0.13 -0.15 -0.6231
H -4.458150 -0.787713 2.699247 0.02 0.09 0.06 0.3113
H -3.544757 0.272451 2.106112 -0.03 0.04 0.09 0.3145
O -4.218001 3.077326 -0.495562 0.20 0.00 0.02 -0.6426
H -3.770514 3.592204 0.185353 -0.11 -0.04 -0.02 0.3199
H -3.504580 2.779525 -1.071179 -0.05 0.00 -0.03 0.3156
O -1.407216 1.109521 -3.235067 0.11 -0.14 0.00 -0.5957
H -0.496609 1.201229 -3.537350 -0.11 0.10 -0.10 0.2991
H -1.520719 0.159644 -3.117419 -0.03 0.08 -0.07 0.2884
O 2.638178 4.158961 -1.925799 -0.21 -0.01 -0.05 -0.6290
H 2.048474 3.770343 -2.581706 0.11 0.04 0.05 0.3075
H 2.087917 4.805522 -1.469551 0.10 -0.03 0.01 0.3218
O 3.092476 2.808826 2.571993 -0.18 -0.22 0.05 -0.6228
H 3.132826 2.172345 3.294665 0.08 0.11 0.02 0.3195
H 2.456651 2.425660 1.957256 0.11 0.09 -0.10 0.3081
O 3.610898 -2.421008 0.409775 1.42 -0.82 2.30 -0.6362
H 4.456319 -2.883879 0.407696 0.04 0.03 0.26 0.3064
H 3.853847 -1.489119 0.449122 -0.19 -0.14 -0.23 0.3194
```
Forces are in eV/Å.

## Properties
- E_tot: -22877.98779 eV
- Energy above the lowest of the compared OMol25 structures with the same formula, charge and spin: 81.3 kcal per mole

***

Here is 11 unconnected molecules or ions with the total composition H22O11 from the OMol25 dataset. Energies are from wB97M-V/def2-TZVPD.

Geometry as XYZ:
```
33
Properties=species:S:1:pos:R:3:forces:R:3:mulliken_charge:R:1
O -2.725869 1.599384 -2.078984 0.59 0.06 -0.96 -0.7245
H -2.197433 2.380173 -2.337960 -0.41 -0.51 0.16 0.3281
H -2.460013 0.921653 -2.752463 0.01 0.46 0.86 0.3170
O 0.775022 1.541012 -0.471135 0.95 -1.32 -1.02 -0.5538
H 1.306796 2.322428 -0.531952 -0.03 0.88 0.16 0.2418
H -0.016399 1.651955 0.029341 -1.16 0.49 0.92 0.3358
O 2.335090 -0.619808 -2.140176 0.54 -0.10 -0.08 -0.6615
H 1.613201 -0.786160 -1.528815 -0.24 0.09 -0.04 0.3024
H 1.966513 -0.182384 -2.916189 -0.21 -0.06 0.24 0.3431
O -0.726365 -0.293937 -3.023250 0.66 -0.72 0.00 -0.6529
H -0.245795 -0.334163 -2.168306 -0.58 0.13 -0.55 0.2243
H -0.655358 -1.228410 -3.349392 -0.35 0.97 0.44 0.3852
O -1.622064 -0.185609 2.987129 0.16 0.71 0.14 -0.6219
H -0.689646 -0.201790 2.719278 -0.15 -0.14 -0.05 0.3105
H -1.949503 -1.076768 2.952059 0.00 -0.60 -0.04 0.3165
O -1.836502 1.039516 0.460744 -0.13 0.00 -0.71 -0.6679
H -2.496049 0.974155 1.178491 0.42 0.16 -0.72 0.2776
H -2.208170 1.276624 -0.442622 -0.27 -0.23 1.15 0.4150
O 1.619952 2.191308 3.631162 -0.45 1.34 0.76 -0.5947
H 1.823862 1.272097 3.559109 0.14 -0.92 0.06 0.2985
H 1.358577 2.370173 4.558359 0.26 -0.39 -0.88 0.3061
O 1.315635 -1.041174 2.288404 0.10 0.36 -0.17 -0.6093
H 1.378120 -1.516817 3.118565 0.32 -0.05 0.07 0.2742
H 2.181231 -0.606105 2.068856 -0.64 -0.31 -0.06 0.3269
O -1.542989 -2.847570 -2.685605 0.06 -1.24 -1.99 -0.6339
H -1.649491 -2.455332 -1.845907 0.10 0.59 1.77 0.3438
H -1.292164 -3.770482 -2.550504 -0.07 0.33 0.11 0.2941
O 2.976122 0.558138 0.801276 0.03 -0.47 -0.19 -0.7132
H 3.512831 0.078206 0.135499 -0.76 0.51 0.35 0.3160
H 2.092511 0.769823 0.396128 0.84 -0.24 -0.03 0.4648
O -0.558707 -1.425261 -0.375957 -0.37 0.31 1.30 -0.5948
H -1.300721 -0.778919 -0.170734 1.38 -0.58 0.19 0.4125
H -0.082214 -1.595968 0.485557 -0.76 0.51 -1.18 0.1942
```
Forces are in eV/Å.

## Properties
- E_tot: -22880.87583 eV
- Energy above the lowest of the compared OMol25 structures with the same formula, charge and spin: 14.7 kcal per mole

***

Here is 11 unconnected molecules or ions with the total composition H22O11 from the OMol25 dataset. Energies are from wB97M-V/def2-TZVPD.

Geometry as XYZ:
```
33
Properties=species:S:1:pos:R:3:forces:R:3:mulliken_charge:R:1
O 0.692012 -0.273233 -0.119998 -1.83 -2.24 -1.22 -0.2779
H -0.129953 0.346404 -0.235219 0.81 0.13 0.71 0.3893
H 0.773013 -0.865931 0.701991 0.00 2.10 0.99 0.5256
H 0.221778 -1.077235 -0.556560 0.86 0.80 -1.10 0.3301
O -1.336007 1.204111 -1.067271 -2.45 1.77 -0.71 -1.1828
H -2.074525 1.814090 -1.460528 2.35 -1.48 1.02 0.2213
O 3.520144 -0.574196 2.686885 1.03 -3.13 1.72 -0.6207
H 3.238927 0.100338 2.136486 -0.96 2.19 -1.89 0.3771
H 3.047085 -1.368070 2.379239 0.35 0.70 0.35 0.2831
O 0.718787 -1.075982 2.374202 -1.65 0.07 -0.01 -0.6087
H -0.163073 -0.668884 2.545287 1.09 0.41 -0.07 0.2310
H 0.402526 -1.978438 2.391571 0.33 -1.02 0.09 0.3312
O -3.420556 -0.268698 -0.618741 1.05 -1.58 -1.85 -0.7162
H -2.778701 0.425609 -0.858394 0.61 -0.03 0.11 0.3579
H -3.981034 0.094897 -0.000828 -2.09 1.22 2.10 0.2735
O -1.499209 -1.972771 0.042293 4.05 -4.71 -0.34 -0.6115
H -2.076678 -1.308029 0.027810 -4.21 4.84 0.30 0.3578
H -1.766783 -2.392886 -0.787289 0.41 -0.35 0.05 0.3066
O 2.390587 1.459994 1.338422 0.00 0.26 -0.36 -0.6120
H 2.259439 2.064950 0.614218 -0.10 -0.19 -1.22 0.2697
H 2.366421 2.120134 2.015089 -0.03 0.26 1.47 0.2803
O -0.933187 1.854043 1.530933 -0.72 -1.72 1.77 -0.6814
H -1.396219 1.031210 1.916974 0.83 2.24 -1.28 0.2578
H -1.190051 1.926211 0.595291 -0.24 -0.56 -0.27 0.4135
O -0.424298 -0.611663 -2.716120 -0.50 -0.37 0.24 -0.6747
H 0.137196 -0.153374 -3.352607 -0.35 0.22 0.35 0.2843
H -0.998571 0.041289 -2.212891 0.97 0.00 -0.80 0.4313
O 1.369868 -2.777054 -1.066661 2.93 1.72 -0.38 -0.6095
H 1.164614 -3.624634 -0.710951 0.17 -1.11 0.38 0.2921
H 2.400304 -2.649182 -1.090974 -3.10 -0.70 0.14 0.3292
O 0.167261 2.997225 -2.279771 4.18 4.44 -4.56 -0.6021
H -0.453369 3.693778 -2.422578 -0.37 0.90 -0.35 0.2887
H -0.247747 2.465977 -1.739309 -3.39 -5.08 4.62 0.3662
```
Forces are in eV/Å.

## Properties
- E_tot: -22877.28814 eV
- Energy above the lowest of the compared OMol25 structures with the same formula, charge and spin: 97.4 kcal per mole

***

Here is a molecular structure, H24Mg2O24S3 from the OMol25 dataset. Energies are from wB97M-V/def2-TZVPD.

Geometry as XYZ:
```
53
Properties=species:S:1:pos:R:3:forces:R:3:mulliken_charge:R:1
Mg 23.535040 -7.199100 11.743220 -1.10 0.92 -0.52 1.1054
Mg 17.369510 -5.975390 6.971580 0.79 -0.03 0.06 0.8349
S 27.461790 -4.603820 9.409110 1.94 1.26 -1.77 1.1989
O 27.807190 -3.331610 10.109580 -0.64 -1.02 -0.17 -0.6455
O 28.704670 -5.449210 9.369360 -0.95 0.32 0.20 -0.6364
O 26.435680 -5.402060 10.093870 -0.70 -0.57 0.83 -0.5481
O 27.022310 -4.273200 8.015600 0.10 -0.39 1.38 -0.6077
S 21.251340 -6.738620 3.936910 3.08 -0.20 -3.94 1.2066
O 21.407940 -8.054090 3.402470 -0.83 -2.32 -1.20 -0.6639
O 22.611390 -6.300160 4.279470 0.14 1.71 0.37 -0.5411
O 20.566120 -5.845440 2.973650 0.16 0.33 0.55 -0.5843
O 20.500220 -6.776450 5.135650 -3.23 0.47 4.54 -0.4882
S 19.661520 -5.916190 11.754620 1.13 0.10 -0.39 1.0602
O 18.934350 -5.962930 10.499550 -1.39 -0.28 -1.05 -0.6995
O 18.912250 -5.344290 12.844070 -1.63 0.59 1.24 -0.7123
O 20.311040 -7.157580 12.118730 -0.10 -4.32 1.08 -0.6966
O 20.891440 -5.158440 11.540100 3.07 3.32 -0.93 -0.7029
O 18.716670 -8.774960 16.546400 -0.11 -0.25 0.34 -0.6627
H 18.720430 -8.780660 15.589210 0.02 0.08 -0.37 0.3454
H 19.194780 -7.980350 16.783540 0.09 0.23 -0.05 0.3167
O 25.420750 -9.766010 12.623920 -0.40 0.17 -0.05 -0.5685
H 26.189610 -10.066910 12.139620 0.22 0.05 -0.32 0.3091
H 25.639330 -9.922650 13.542570 -0.01 0.04 0.29 0.2983
O 18.659120 -11.378030 11.496760 -0.01 -0.45 0.06 -0.6548
H 19.124580 -10.591870 11.782320 0.16 0.39 0.05 0.3450
H 17.983070 -11.053830 10.901720 -0.11 0.17 -0.11 0.3073
O 24.183140 -6.081290 14.961310 0.06 -0.34 -0.23 -0.5670
H 24.875470 -5.439110 15.117890 0.22 0.24 -0.13 0.3052
H 23.675200 -6.089210 15.772580 -0.30 0.00 0.10 0.2899
O 15.516580 -2.506250 11.283600 -0.40 0.05 -0.13 -0.6406
H 16.022340 -3.112100 11.825250 0.35 -0.35 0.08 0.3500
H 15.829610 -1.638230 11.538120 0.11 0.17 0.00 0.2932
O 16.694650 -9.451830 6.691850 -0.09 0.30 0.04 -0.5910
H 16.068810 -9.971390 7.196430 -0.15 -0.07 0.21 0.2943
H 17.074800 -10.071910 6.069580 0.27 -0.06 -0.24 0.3062
O 18.128440 -2.522460 6.764690 -0.34 -0.25 -0.01 -0.5953
H 18.517290 -2.052250 7.502210 0.23 -0.01 0.31 0.3113
H 18.169530 -1.902670 6.036410 0.08 0.04 -0.26 0.2921
O 22.770480 -8.939110 8.806500 0.25 -0.01 0.49 -0.5818
H 22.378750 -8.462290 8.074780 -0.10 0.37 -0.27 0.3294
H 22.529650 -9.852870 8.653920 -0.06 -0.19 0.01 0.2785
O 14.166270 -5.274320 8.364300 0.16 -0.11 -0.26 -0.5824
H 14.178090 -4.791760 9.190870 0.21 0.22 0.31 0.3155
H 13.248000 -5.513890 8.239370 -0.19 -0.10 -0.09 0.2787
O 14.376710 -8.380220 12.853320 -0.08 -0.25 -0.12 -0.6210
H 13.511700 -7.992010 12.721840 -0.17 0.10 -0.07 0.3013
H 14.703800 -7.971690 13.654780 0.26 0.13 0.16 0.3211
O 21.164310 -0.901130 10.599820 0.03 0.42 -0.15 -0.6495
H 21.285950 -1.831320 10.790040 0.09 -0.49 0.05 0.3560
H 20.298910 -0.695080 10.953160 -0.16 -0.04 0.12 0.2906
O 19.156040 -2.229300 16.090690 0.13 0.21 0.22 -0.6413
H 18.829850 -2.795940 15.391580 0.07 -0.33 -0.38 0.3380
H 18.373400 -1.979370 16.581860 -0.16 0.05 0.11 0.3033
```
Forces are in eV/Å.

## Properties
- E_tot: -92914.94268 eV
- Total charge: -2
- Energy above the lowest of the compared OMol25 structures with the same formula, charge and spin: 521.8 kcal per mole

***

The records above yield HOMO-LUMO gap values of 10.16; 9.44; 9.71; 11.29; 9.90; 1.73 eV, respectively.
The records above yield max |F| values of 10.268; 4.087; 2.829; 2.349; 7.655; 5.594 eV Å⁻¹, respectively.